[1]
{"formula": "C2H4S2", "method": "ωB97M-V with the def2-TZVPD basis set", "species": ["C", "C", "S", "S", "H", "H", "H", "H"], "xyz": [[0.7341, 0.1105, 0.1748], [-0.7366, 0.2950, 0.2033], [-1.4507, 1.4802, 1.0630], [-1.6261, -0.9548, -0.5437], [1.2005, 0.9841, 0.4095], [0.9632, -0.6115, 0.8839], [1.3213, -0.2070, -0.6810], [-3.1077, -0.2614, -0.3833]], "forces_ev_per_angstrom": [[-0.12, -0.82, -1.45], [-0.65, 0.45, 0.21], [0.22, 0.22, -0.16], [-3.61, 0.96, -0.40], [1.07, 2.54, 1.19], [0.50, -1.33, 1.72], [-0.94, -0.38, -0.91], [3.53, -1.65, -0.22]], "mulliken_charge": [-1.319, 0.482, -0.256, -0.233, 0.386, 0.368, 0.388, 0.184], "orbital_gap_ha": 0.311, "spin_multiplicity": 1, "relative_energy_kcal_mol": 25.9, "fmax_ev_per_a": 3.90, "e_homo_ev": -8.66, "total_energy_ev": -23807.756, "total_charge": 0}



[2]
{"formula": "C13H34O10V", "method": "ωB97M-V with the def2-TZVPD basis set", "species": ["O", "V", "O", "C", "O", "O", "O", "O", "H", "H", "C", "C", "C", "O", "H", "H", "H", "H", "H", "H", "H", "H", "C", "C", "C", "O", "H", "H", "H", "H", "H", "H", "H", "H", "C", "C", "C", "O", "H", "H", "H", "H", "H", "H", "H", "H", "C", "C", "C", "O", "H", "H", "H", "H", "H", "H", "H", "H"], "xyz": [[1.2478, 2.1652, -0.6390], [0.8202, 1.8487, 0.9239], [0.6684, 0.2476, 1.0141], [0.4474, 3.7137, 2.8074], [0.3522, 4.5243, 3.7740], [0.5775, 4.1028, 1.5854], [0.4568, 2.4275, 3.0285], [3.0366, 2.2540, 1.3885], [3.7915, 2.5665, 0.8822], [3.4002, 1.7182, 2.1061], [-3.8617, -1.6138, 1.2303], [-3.3420, -0.6889, 2.3436], [-1.8635, -0.8849, 2.6011], [-3.5332, 0.6770, 1.9643], [-4.9517, -1.6448, 1.1960], [-3.4091, -2.5891, 1.4341], [-3.5128, -1.3204, 0.2391], [-3.9294, -0.9616, 3.2291], [-1.6080, -1.7436, 3.2255], [-1.4133, 0.0570, 2.9108], [-1.3252, -1.1995, 1.6981], [-4.4724, 0.8744, 1.9062], [0.6795, 0.0143, -4.0881], [1.5353, -1.1177, -3.5694], [1.0160, -1.5975, -2.2111], [1.3978, -2.2565, -4.4371], [-0.3713, -0.2802, -3.9918], [0.7307, 0.0502, -5.1879], [0.8375, 0.9918, -3.6428], [2.5782, -0.8387, -3.4083], [1.4791, -0.9936, -1.4268], [1.2142, -2.6555, -2.0221], [-0.0460, -1.5689, -1.9461], [1.4636, -1.9474, -5.3486], [-2.7618, 1.7082, -1.6011], [-2.1280, 2.7599, -0.6728], [-3.1105, 3.7685, -0.1218], [-1.4740, 2.0443, 0.3646], [-3.5864, 2.0670, -2.2277], [-3.2566, 0.9384, -1.0002], [-2.0240, 1.1934, -2.2137], [-1.3271, 3.3022, -1.1777], [-3.8045, 3.2267, 0.5349], [-3.6411, 4.3092, -0.9035], [-2.6424, 4.4899, 0.5498], [-2.1205, 1.6137, 0.9544], [4.2976, -3.2101, -0.3805], [3.4243, -3.2452, 0.8719], [3.2616, -1.8936, 1.5254], [2.1528, -3.7802, 0.4557], [3.7574, -2.7236, -1.1936], [4.5817, -4.2008, -0.7411], [5.2437, -2.7057, -0.1644], [3.8901, -3.9893, 1.5329], [4.2612, -1.4999, 1.7345], [2.5480, -1.9683, 2.3474], [2.8698, -1.0992, 0.8832], [1.4979, -3.4361, 1.0744]], "forces_ev_per_angstrom": [[-0.70, -0.35, 2.29], [-0.36, 1.64, -1.34], [0.33, 1.07, 0.28], [0.02, 2.60, 2.09], [-0.04, -0.85, -0.96], [0.02, -1.65, -1.33], [0.46, -2.08, -1.99], [-0.14, -0.64, 0.66], [-0.38, 0.08, -0.35], [-0.22, 0.20, 0.05], [0.57, -0.02, 0.21], [-0.34, -0.75, -0.76], [0.60, -0.35, -0.84], [0.05, 0.18, 0.27], [-0.01, -0.23, 0.12], [-0.53, -0.20, -0.12], [0.18, 0.24, 0.10], [0.09, 0.51, 0.20], [-0.44, 0.38, 0.70], [0.17, -0.22, 0.43], [-0.27, 0.59, -0.33], [-0.01, -0.05, -0.01], [-0.74, -0.31, -1.08], [-1.45, -0.78, 0.95], [0.25, -0.19, 1.09], [0.32, 0.23, -0.28], [0.05, 0.13, 0.53], [0.63, 0.49, 0.10], [0.14, -0.02, 0.10], [0.14, 0.00, -0.44], [0.07, -0.14, 0.11], [0.72, 0.12, -0.16], [-0.21, 0.60, -0.92], [0.06, -0.04, 0.10], [-0.60, -0.06, 0.12], [0.22, -0.14, -0.63], [-0.21, -0.26, 0.90], [0.84, -0.18, 0.83], [0.38, 0.40, -0.15], [0.19, 0.02, 0.25], [0.11, 0.13, -0.02], [0.03, -0.16, -0.10], [-0.33, 0.11, -0.31], [-0.09, -0.13, -0.06], [0.35, -0.03, -0.23], [0.09, 0.11, -0.09], [0.14, 0.04, -0.01], [-0.10, -0.60, -1.14], [0.27, 0.39, -0.52], [0.12, 0.16, 0.35], [0.12, 0.23, 0.07], [-0.27, -0.13, 0.18], [-0.13, 0.21, -0.09], [-0.11, 0.33, 0.40], [-0.13, -0.23, 0.92], [0.51, 0.23, 0.44], [-0.38, -0.50, -0.44], [-0.06, -0.08, -0.17]], "mulliken_charge": [-0.607, 0.973, -0.432, 0.947, -0.803, -0.684, -0.664, -0.398, 0.220, 0.276, -1.358, 0.598, -1.217, -0.542, 0.396, 0.391, 0.230, 0.279, 0.450, 0.271, 0.186, 0.258, -1.311, 0.601, -1.002, -0.561, 0.353, 0.390, 0.267, 0.177, 0.011, 0.353, 0.384, 0.314, -0.734, 0.595, -1.355, 0.145, 0.400, 0.040, -0.023, 0.216, 0.191, 0.403, 0.345, 0.075, -1.124, 0.625, -1.113, -0.550, 0.078, 0.340, 0.356, 0.156, 0.388, 0.399, 0.100, 0.303], "orbital_gap_ha": 0.231, "spin_multiplicity": 1, "relative_energy_kcal_mol": 0.0, "fmax_ev_per_a": 3.34, "e_homo_ev": -3.80, "total_energy_ev": -60197.430, "total_charge": -1}



[3]
{"formula": "C2HCl4NO5", "method": "ωB97M-V with the def2-TZVPD basis set", "species": ["C", "C", "O", "O", "O", "N", "O", "O", "Cl", "Cl", "Cl", "Cl", "H"], "xyz": [[2.3591, -0.5188, -0.8290], [1.1356, 0.0348, 0.1740], [0.2400, -0.7426, -0.1677], [-1.4118, 0.0334, 1.2904], [-1.8482, 0.7859, 0.4013], [-3.4834, 0.2128, 0.2291], [-4.0173, 0.8181, -0.6610], [-3.7636, -0.6683, 1.0053], [1.6082, 0.3553, 1.9240], [0.8216, 1.8366, -0.4449], [3.8046, 0.4559, -0.7434], [2.7073, -2.1792, -0.3872], [1.8480, -0.4239, -1.7909]], "forces_ev_per_angstrom": [[-0.48, 0.77, 0.90], [2.01, 1.61, -0.81], [-2.66, -0.93, 2.14], [1.54, 0.93, -2.69], [-1.19, -1.54, 2.34], [-1.92, -0.70, -0.83], [1.02, -1.37, 2.12], [1.18, 2.67, -2.14], [-0.06, -0.89, -0.82], [0.10, -0.41, -0.03], [-0.11, 0.09, -0.09], [-0.04, 0.01, -0.18], [0.59, -0.23, 0.08]], "mulliken_charge": [0.022, 0.329, -0.364, -0.070, 0.049, 1.041, -0.404, -0.375, -0.139, -0.236, -0.101, -0.106, 0.354], "orbital_gap_ha": [0.197, 0.196], "spin_multiplicity": 1, "relative_energy_kcal_mol": 12.8, "fmax_ev_per_a": 3.62, "e_homo_ev": [-10.01, -9.98], "total_energy_ev": -63895.596, "total_charge": 0}